No. 1
Entry from OMol25: a 16-piece molecular cluster, C94H113N18O22 overall at a distorted geometry (ωB97M-V/def2-TZVPD).

Results
- HOMO-LUMO gap: 5.4 eV
- E_tot: -171115.6511 eV
- LUMO energy: -8.33 eV

```
! RIJCOSX wB97M-V def2-TZVPD def2/J DEFGRID3
* xyz 5 1
C 1.95858 -14.88629 0.87870
N 1.61750 -13.39490 0.83162
C 0.89170 -12.84236 1.83831
C 0.57331 -11.49829 1.79842
C 1.07260 -10.65956 0.82744
C 1.79744 -11.27136 -0.20943
C 2.08917 -12.65871 -0.15296
C 0.74209 -9.16623 0.76039
C -0.06753 -8.70743 -0.25579
C -0.40319 -7.27629 -0.12969
N 0.03127 -6.51289 0.81580
C 0.94014 -7.01382 1.78729
C 1.34326 -8.30357 1.72402
C -0.39450 -5.12582 0.98393
H 1.81327 -15.11226 1.93011
H 3.02146 -15.05115 0.72043
H 1.23721 -15.39532 0.23343
H 0.51028 -13.41745 2.73102
H 0.09008 -11.12425 2.70094
H 2.15538 -10.64012 -1.06827
H 2.72560 -13.28293 -0.83077
H -0.61518 -9.24092 -1.02644
H -1.11886 -6.78710 -0.84015
H 1.22871 -6.25468 2.51479
H 1.91211 -8.69670 2.56243
H -1.11709 -5.07017 1.85608
H -0.88935 -4.74316 0.10942
H 0.54094 -4.55040 1.25613
C 0.98061 -1.34075 6.92287
N -0.52116 -1.40460 7.03482
C -1.25941 -0.84182 6.07684
C -2.56433 -1.12714 5.99541
C -3.20328 -1.96191 6.94155
C -2.41298 -2.54705 7.90462
C -1.05646 -2.25282 7.91070
C -4.63964 -2.08245 6.81055
C -5.44321 -0.96370 6.62026
C -6.79748 -1.11848 6.62422
N -7.39695 -2.32719 6.80478
C -6.62471 -3.40258 6.95630
C -5.25935 -3.34463 6.89419
C -8.93523 -2.27424 6.94762
H 1.40499 -1.61484 7.93475
H 1.11028 -0.28938 6.58886
H 1.31716 -2.12897 6.21660
H -0.72710 -0.24021 5.28764
H -2.94672 -0.70962 5.06939
H -2.82638 -3.27668 8.58671
H -0.43878 -2.64266 8.72315
H -4.98595 -0.01892 6.52397
H -7.51571 -0.32798 6.49395
H -7.17446 -4.34404 6.98530
H -4.62901 -4.28861 7.01885
H -9.44953 -1.93167 6.04295
H -9.23213 -1.64044 7.84315
H -9.27714 -3.27220 7.12699
C 4.87342 -0.20793 0.91232
N 6.09215 -0.54005 1.72640
C 7.22347 0.12961 1.44084
C 8.36994 -0.06833 2.19244
C 8.33149 -0.94450 3.24443
C 7.11498 -1.59172 3.56579
C 6.05737 -1.38662 2.68200
C 9.60653 -1.23509 3.95618
C 9.88006 -2.54891 4.41591
C 11.14179 -2.82661 4.91243
N 12.01492 -1.82565 5.06341
C 11.79131 -0.50802 4.64055
C 10.51067 -0.17269 4.13109
C 13.36250 -2.10527 5.51714
H 4.37077 -1.06546 0.46030
H 5.20752 0.43502 0.09590
H 4.13041 0.37304 1.54616
H 7.23657 0.67212 0.53230
H 9.25276 0.39043 1.79575
H 7.03465 -2.34875 4.34609
H 5.16721 -1.94918 2.88964
H 9.22834 -3.40866 4.21351
H 11.43817 -3.83962 5.25282
H 12.59844 0.13934 4.93729
H 10.37673 0.82880 3.75987
H 13.72330 -1.21225 6.04692
H 13.98050 -2.18174 4.61249
H 13.42578 -2.89368 6.23341
C 2.29971 8.48188 4.07974
N 1.85603 7.55994 2.98841
C 1.96831 6.21877 3.18325
C 1.43300 5.27441 2.29886
C 0.64614 5.69585 1.22365
C 0.66022 7.09003 1.03573
C 1.16754 8.00237 1.91549
C 0.08329 4.76140 0.19539
C 0.41823 3.38931 0.11588
C 0.09766 2.70574 -0.98530
N -0.59222 3.18201 -1.98260
C -1.08599 4.38258 -1.93103
C -0.73348 5.17644 -0.80321
C -0.84363 2.29363 -3.08187
H 1.68120 9.37157 4.17259
H 3.35741 8.75414 3.79894
H 2.19367 8.01205 5.04797
H 2.46060 5.93352 4.06413
H 1.56443 4.23989 2.46887
H 0.16569 7.54268 0.16490
H 1.02183 9.03879 1.83306
H 0.93989 2.87753 0.89520
H 0.36769 1.65192 -1.06016
H -1.62083 4.76143 -2.77989
H -1.04397 6.20979 -0.76608
H 0.01571 2.20426 -3.70447
H -1.64510 2.76729 -3.66749
H -1.15504 1.30760 -2.74389
C -3.49995 5.68822 -5.21618
N -3.45861 7.13341 -5.38313
C -4.41931 7.83118 -4.85866
C -4.48866 9.21125 -5.00920
C -3.45381 9.87493 -5.66791
C -2.42232 9.07731 -6.27045
C -2.40638 7.71498 -5.97454
C -3.24941 11.30780 -5.82430
C -4.22217 12.04144 -6.60242
C -4.09370 13.43632 -6.66748
N -3.04151 14.05848 -6.09237
C -2.10491 13.38845 -5.43146
C -2.16251 12.00993 -5.28620
C -2.91513 15.53109 -6.22264
H -4.07696 5.24547 -5.99208
H -3.94262 5.47559 -4.22600
H -2.50885 5.31463 -5.38400
H -5.06841 7.31628 -4.18120
H -5.21667 9.77321 -4.46769
H -1.56933 9.47650 -6.77963
H -1.60550 7.11345 -6.34427
H -5.14074 11.56269 -7.11320
H -4.80064 14.08078 -7.20798
H -1.36587 13.96880 -4.87106
H -1.44264 11.59171 -4.59051
H -3.46254 16.08224 -5.43938
H -3.43922 15.79867 -7.14611
H -1.87588 15.81110 -6.32868
C -5.81828 2.69571 -2.62310
N -4.85664 1.73632 -2.01021
C -4.22982 0.84941 -2.75671
C -3.42209 -0.13632 -2.09831
C -3.23714 -0.10572 -0.69850
C -4.03365 0.76323 0.00540
C -4.79723 1.67562 -0.66924
C -2.25187 -0.91565 0.06323
C -1.03856 -1.08259 -0.58319
C 0.00345 -1.47773 0.21403
N -0.10560 -1.76046 1.51549
C -1.30187 -1.66757 2.13670
C -2.43839 -1.19301 1.40796
C 1.15284 -1.92075 2.30014
H -5.40919 3.17314 -3.49879
H -6.12692 3.33709 -1.80546
H -6.64239 2.14801 -2.99179
H -4.42652 0.92583 -3.86458
H -2.83492 -0.86840 -2.64901
H -4.12986 0.62794 1.10798
H -5.36817 2.36066 -0.12439
H -0.88596 -0.81473 -1.66150
H 1.11337 -1.49187 -0.01070
H -1.35421 -2.00406 3.13556
H -3.36876 -1.01658 1.97355
H 0.82450 -2.63126 3.01907
H 1.37457 -0.96747 2.72010
H 1.94286 -2.32367 1.68044
C 1.96753 -3.66881 -3.61096
N 1.33724 -2.98382 -4.77178
C 0.80416 -1.77155 -4.65956
C 0.23373 -1.12593 -5.80243
C 0.22322 -1.84154 -7.04242
C 0.78711 -3.15005 -7.07872
C 1.35270 -3.63248 -5.93342
C -0.59733 -1.30277 -8.15221
C -1.78211 -0.60202 -7.78448
C -2.74310 -0.38642 -8.77989
N -2.55755 -0.84670 -10.00650
C -1.46459 -1.54057 -10.36370
C -0.39731 -1.70715 -9.45965
C -3.68261 -0.78093 -10.98368
H 1.97151 -2.96415 -2.77678
H 2.89729 -4.03580 -4.01093
H 1.25449 -4.43010 -3.33092
H 0.86767 -1.40607 -3.69164
H -0.06232 -0.08268 -5.65377
H 0.93497 -3.71851 -7.96340
H 1.89652 -4.57691 -5.94098
H -1.91505 -0.42399 -6.81198
H -3.67254 0.21898 -8.64718
H -1.40384 -1.89904 -11.36958
H 0.53544 -2.23165 -9.61986
H -4.31143 -1.65374 -10.74710
H -3.33397 -0.83562 -12.00461
H -4.26362 0.17712 -10.91689
N -0.53382 7.70751 -2.63571
O -1.52859 7.32823 -3.36603
O -0.63571 8.77330 -1.92849
O 0.50007 6.99259 -2.60316
N -5.42838 0.57604 3.60730
O -4.90017 1.33474 2.85904
O -4.91236 -0.62493 3.69862
O -6.43607 0.84974 4.29963
N -4.41132 4.82423 -1.07879
O -3.52535 4.02458 -0.71195
O -4.10371 5.70750 -1.93461
O -5.48324 4.77301 -0.52791
N -3.45479 2.08504 -5.79869
O -4.22558 2.95689 -5.37694
O -3.88835 1.20714 -6.58600
O -2.25396 2.02290 -5.49533
C 5.83571 -5.98194 4.71860
C 6.00714 -4.55876 4.35125
O 5.64873 -4.12293 3.26158
O 6.67000 -3.86705 5.17612
H 5.35001 -6.65293 4.03745
H 5.23506 -5.98829 5.61558
H 6.81676 -6.41778 4.95843
C -2.37397 -5.20411 -2.61895
C -1.08781 -4.42131 -2.51339
O -1.05619 -3.39047 -3.23457
O -0.14636 -4.84383 -1.71696
H -2.33592 -6.27361 -2.43650
H -2.73513 -4.90451 -3.63624
H -3.10022 -4.64148 -1.98205
C -0.73745 -5.31464 6.52877
C -0.39542 -4.76576 5.14311
O -0.95997 -3.70569 4.79830
O 0.52401 -5.37114 4.58863
H -0.55798 -4.52639 7.30432
H -0.25327 -6.25802 6.73724
H -1.85445 -5.40509 6.51128
C 3.10634 0.59139 -2.90417
C 2.44909 -0.34031 -1.91962
O 3.05652 -1.13349 -1.15252
O 1.15921 -0.36111 -1.98183
H 3.07828 1.59763 -2.42226
H 2.69660 0.56320 -3.89514
H 4.16582 0.27113 -2.98625
C 0.99382 3.15598 5.03316
C 0.94706 2.00582 3.98015
O 0.59075 0.85876 4.38043
O 1.34872 2.33119 2.80276
H 1.90083 3.81394 4.99203
H 1.01922 2.74665 6.01840
H 0.05816 3.75358 4.96788
*
```

Mulliken population analysis, charges in e, atoms 1 to 99:
1. C -0.931
2. N -0.022
3. C 0.029
4. C -0.597
5. C 0.533
6. C -0.562
7. C -0.261
8. C 1.004
9. C -0.888
10. C 0.361
11. N 0.305
12. C -0.622
13. C -0.948
14. C -0.627
15. H 0.322
16. H 0.440
17. H 0.325
18. H 0.370
19. H 0.439
20. H 0.455
21. H 0.438
22. H 0.494
23. H 0.077
24. H 0.576
25. H 0.538
26. H 0.201
27. H 0.106
28. H 0.177
29. C -0.599
30. N 0.289
31. C -0.787
32. C -0.346
33. C 0.547
34. C -0.219
35. C -0.754
36. C 0.751
37. C -0.649
38. C -0.441
39. N 0.003
40. C -0.220
41. C -0.644
42. C -0.879
43. H 0.310
44. H 0.172
45. H 0.251
46. H 0.550
47. H 0.512
48. H 0.614
49. H 0.454
50. H 0.659
51. H 0.543
52. H 0.368
53. H 0.360
54. H 0.351
55. H 0.359
56. H 0.330
57. C -1.005
58. N 0.203
59. C -0.319
60. C -0.913
61. C 0.901
62. C -1.133
63. C -0.277
64. C 0.929
65. C -0.573
66. C -0.211
67. N 0.071
68. C -0.175
69. C -0.830
70. C -0.970
71. H 0.529
72. H 0.076
73. H 0.385
74. H 0.411
75. H 0.502
76. H 0.909
77. H 0.801
78. H 0.330
79. H 0.407
80. H 0.362
81. H 0.542
82. H 0.319
83. H 0.376
84. H 0.371
85. C -0.967
86. N 0.116
87. C -0.478
88. C -0.402
89. C 1.017
90. C -0.559
91. C -0.587
92. C 0.791
93. C -0.743
94. C -0.605
95. N 0.739
96. C -0.393
97. C -1.049
98. C 0.197
99. H 0.369

No. 2
Entry from OMol25: C15H26N6O7Pt as an isolated structure at a distorted geometry (ωB97M-V/def2-TZVPD).

Results
- HOMO-LUMO gap (spin up / spin down): 3.1 / 3.0 eV
- E_tot: -42483.3266 eV
- Energy relative to the best compared isomer or geometry (same formula, charge and spin): 0.00 kJ/mol
- ⟨S²⟩: 2.0157
- LUMO energy (spin up / spin down): -1.98 / -2.04 eV

```
! RIJCOSX wB97M-V def2-TZVPD def2/J DEFGRID3
* xyz 0 3
O 2.41533 4.21416 -1.59922
H 2.38050 3.30181 -1.95878
Pt 0.00000 0.00000 0.00000
N 0.24203 1.58702 1.07086
N 1.80502 -0.34422 0.61174
N -1.94566 0.17611 -0.45880
N -0.34500 -1.87481 -0.63344
O -0.71972 2.35666 1.74172
O -2.78866 1.29477 -0.31084
O 0.55481 -2.94830 -0.75805
O 2.61741 -1.47379 0.43576
C 2.45023 0.84382 1.07980
C 1.60785 1.86757 1.36005
C -2.50886 -0.91399 -0.82635
C -1.57026 -2.11946 -0.92704
C 1.95538 3.24574 1.90954
H 1.57906 3.99852 1.21486
H 3.02466 3.40815 2.01134
H 1.48368 3.40150 2.87848
C 3.96799 0.83582 1.22254
H 4.41358 0.64127 0.24671
H 4.28048 0.05306 1.91262
H 4.36526 1.78327 1.57728
C -3.99780 -1.10325 -1.13973
C -2.13982 -3.46974 -1.37695
H -4.49610 -0.15834 -1.35528
H -4.51074 -1.55718 -0.29261
H -4.14903 -1.73195 -2.01603
H -1.49579 -4.30247 -1.09615
H -2.25346 -3.49336 -2.46030
H -3.10938 -3.67058 -0.92320
H -2.13601 2.02642 -0.41193
H 1.39910 -2.51737 -0.55133
C 0.77588 0.46306 -1.79566
H 1.07625 1.04942 -2.66433
H -0.11722 0.02546 -2.23285
H 1.52305 -0.32817 -1.81666
O -1.42841 4.39519 -1.42197
H -0.43026 4.70693 -1.45535
H -1.24794 3.41726 -1.57837
N -3.66020 -3.57223 4.65876
C -3.32268 -2.93628 3.50775
O -4.04969 -3.07869 2.53452
C -2.08817 -2.08846 3.38161
C -1.23804 -1.84300 4.46259
C -0.10343 -1.07718 4.27923
C 0.19434 -0.56273 3.02089
N -0.61147 -0.77224 1.92292
C -1.74839 -1.52727 2.12848
H -4.51143 -4.15295 4.69337
H -3.09524 -3.51790 5.51405
H -1.42313 -2.23058 5.45140
H 0.56116 -0.88764 5.11287
H 1.09930 -0.00345 2.97262
H -2.42424 -1.75018 1.35206
*
```

Partial atomic charges computed with the Mulliken method, in multiples of e:
1. O -0.999
2. H 0.096
3. Pt 1.047
4. N 0.857
5. N 0.432
6. N 0.797
7. N 0.286
8. O -0.511
9. O -0.511
10. O -0.505
11. O -0.779
12. C 0.351
13. C 0.263
14. C 0.489
15. C 0.416
16. C -1.513
17. H 0.241
18. H 0.431
19. H 0.311
20. C -1.523
21. H 0.308
22. H 0.313
23. H 0.416
24. C -1.598
25. C -1.783
26. H 0.422
27. H 0.313
28. H 0.411
29. H 0.474
30. H 0.356
31. H 0.386
32. H 0.327
33. H 0.437
34. C -1.676
35. H 0.478
36. H 0.363
37. H 0.546
38. O -0.694
39. H 0.400
40. H 0.299
41. N -0.383
42. C 0.524
43. O -0.647
44. C -0.219
45. C -0.385
46. C -1.376
47. C 0.250
48. N -0.131
49. C 0.082
50. H 0.265
51. H 0.147
52. H 0.298
53. H 0.454
54. H 0.209
55. H 0.741

No. 3
Entry from OMol25: C6H6 as an isolated structure at a distorted geometry (ωB97M-V/def2-TZVPD).

Results
- HOMO-LUMO gap: 9.4 eV
- E_tot: -6310.7057 eV
- Energy relative to the best compared isomer or geometry (same formula, charge and spin): 819.60 kJ/mol
- LUMO energy: 0.36 eV

```
! RIJCOSX wB97M-V def2-TZVPD def2/J DEFGRID3
* xyz 0 1
C -3.14382 0.92097 0.21159
C -3.94963 -0.19039 -0.20368
C -2.71350 -0.91852 0.18927
C 0.93765 -0.90674 0.68338
C -2.05393 0.18035 -0.41205
C 1.46265 -0.07505 -0.20761
H -3.34769 1.72430 0.77335
H 0.62652 -1.85824 0.34815
H -1.28619 0.45638 -1.20721
H 1.59495 -0.41226 -1.22705
H 0.65564 -0.77928 1.62612
H 1.73284 0.91027 -0.08772
*
```

Partial atomic charges computed with the Mulliken method, in multiples of e:
1. C -0.275
2. C -0.346
3. C -0.258
4. C -0.588
5. C 0.113
6. C -0.574
7. H 0.412
8. H 0.227
9. H 0.350
10. H 0.256
11. H 0.366
12. H 0.317